(1)
73
Properties=species:S:1:pos:R:3:forces:R:3 method="wB97M-V/def2-TZVPD" molar_mass_g_mol=773.7 e_tot_ev=-64078.4416 gap_ev="6.2 / 6.5" homo_ev="-14.1 / -13.9" total_charge=+2 multiplicity=2 de_lowest_ev=0.507
Re -0.12580 0.29510 0.03100 -1.3 -0.5 0.0
O -3.05910 -2.21370 1.27270 0.6 0.7 -0.2
C -2.20900 -1.35410 1.18990 -0.5 -1.0 1.4
N -1.81440 -0.72270 0.05490 2.1 1.1 -1.7
C -2.37790 -1.11580 -1.21780 -0.7 -0.3 -0.3
C -1.56710 -0.54640 -2.35200 -0.3 -0.2 -0.3
C -1.94880 -0.73500 -3.67650 0.1 0.1 0.2
C -1.23290 -0.12650 -4.69130 0.1 0.0 0.2
C -0.11280 0.62840 -4.36250 0.0 0.0 0.3
C 0.23750 0.73390 -3.03370 0.5 0.3 -0.5
N -0.46510 0.16700 -2.04370 -0.3 -0.1 0.2
C -1.45020 -0.81280 2.37910 -0.3 -0.1 0.6
C -1.87200 -1.09220 3.66900 0.0 0.0 -0.5
C -1.26690 -0.44390 4.73480 0.1 0.1 -0.3
C -0.22580 0.43620 4.46620 -0.2 -0.1 0.0
C 0.17530 0.62470 3.15530 0.3 0.2 0.1
N -0.42100 0.02390 2.11890 0.0 -0.2 0.2
H -3.41510 -0.75770 -1.30000 0.2 -0.1 0.0
H -2.43440 -2.21380 -1.28720 0.1 0.2 0.0
H -2.80320 -1.35170 -3.90110 -0.2 0.0 0.0
H -1.53690 -0.23130 -5.71960 0.0 -0.1 -0.1
H 0.48230 1.11030 -5.12150 0.0 0.1 0.0
H 1.11590 1.29680 -2.73710 -0.1 0.0 0.0
H -2.68780 -1.78660 3.79720 -0.1 0.0 0.0
H -1.62810 -0.60220 5.73880 0.1 0.0 0.1
H 0.25440 0.98110 5.26320 0.1 0.0 0.0
H 0.98870 1.29620 2.90690 0.0 0.0 0.0
C 3.86200 -3.77090 2.78450 -0.3 0.2 -0.6
Si 3.23120 -2.90460 1.22570 0.0 0.5 0.0
C 4.41810 -3.08270 -0.24850 -0.5 0.0 0.5
C 1.42830 -3.31100 0.74050 0.6 0.0 0.2
C 3.14280 -0.99750 1.60700 0.1 -0.9 -0.2
Te 2.52180 0.01200 -0.15000 0.1 0.2 0.7
C 4.42760 0.77200 -0.74850 0.3 0.6 0.0
Si 5.11430 2.40570 0.06810 -0.5 -0.3 0.0
C 3.86970 3.70700 -0.54450 0.6 -0.3 0.3
C 5.04820 2.19320 1.95490 0.1 0.1 -0.7
C 6.87400 2.51680 -0.62470 -0.7 0.0 0.3
H 3.91980 -4.84040 2.61120 0.0 -0.2 0.0
H 3.22060 -3.61360 3.64700 -0.2 0.1 0.1
H 4.86130 -3.43320 3.04660 0.1 0.1 0.0
H 4.46680 -4.11610 -0.57560 0.0 -0.2 -0.1
H 5.43060 -2.79460 0.02180 0.1 0.1 0.1
H 4.11360 -2.48400 -1.10710 -0.1 0.0 -0.1
H 1.34580 -4.31340 0.33390 0.0 -0.2 -0.1
H 1.05810 -2.62360 -0.02400 0.1 0.0 -0.1
H 0.75760 -3.26050 1.59520 -0.1 0.0 0.2
H 4.11230 -0.60830 1.89510 0.1 0.2 0.0
H 2.42380 -0.80380 2.39720 -0.1 0.1 0.1
H 4.36330 0.91860 -1.82340 0.0 -0.1 -0.2
H 5.10410 -0.05780 -0.56070 -0.1 -0.3 0.0
H 2.85260 3.40650 -0.29480 0.0 -0.1 0.1
H 3.92860 3.83800 -1.62140 0.0 0.0 -0.2
H 4.04350 4.67850 -0.09570 0.0 0.2 0.1
H 4.05440 1.93560 2.31470 -0.2 0.0 0.0
H 5.33750 3.11840 2.44220 0.1 0.2 0.1
H 5.74200 1.43090 2.29760 0.1 -0.2 0.0
H 6.88990 2.49240 -1.71100 -0.1 0.0 -0.1
H 7.49800 1.70210 -0.26560 0.0 -0.1 0.1
H 7.34280 3.44440 -0.31270 0.1 0.2 0.1
C -1.37150 3.20180 1.85960 0.1 -0.4 -0.7
Si -1.24420 2.56270 0.06100 -0.3 1.2 0.0
C -0.16170 3.77540 -0.95390 -0.3 -0.7 0.4
C -2.97310 2.41450 -0.74490 0.8 -0.2 0.3
H -1.83150 4.18500 1.83550 -0.1 0.2 -0.1
H -0.40660 3.31700 2.34160 0.2 0.0 0.0
H -1.99420 2.56970 2.48400 -0.1 -0.2 0.1
H -0.51980 4.77450 -0.72870 -0.2 0.3 0.1
H -0.24930 3.63550 -2.02620 -0.1 -0.1 -0.2
H 0.89100 3.75120 -0.69190 0.1 0.0 0.1
H -3.53820 3.31810 -0.53780 0.0 0.3 0.1
H -3.55040 1.58100 -0.35840 -0.1 -0.1 0.1
H -2.91230 2.31280 -1.82460 0.1 0.0 -0.2



(2)
20
Properties=species:S:1:pos:R:3:forces:R:3 method="wB97M-V/def2-TZVPD" molar_mass_g_mol=160.9 e_tot_ev=-60271.8235 gap_ev=7.2 homo_ev=-3.5 total_charge=-1 multiplicity=1 de_lowest_ev=0.000
C -0.17065 -2.55843 -0.01297 -0.2 -0.5 -0.3
C -0.77134 -1.63989 -1.05276 -0.1 0.5 0.1
O -2.21388 -1.79979 -1.02321 -0.2 -0.2 0.2
C -0.36929 -0.14834 -0.97064 0.2 -0.7 0.3
Ga 1.06737 0.50268 0.36580 0.0 0.3 0.0
C 0.39694 2.20371 1.32425 0.4 -0.3 -0.5
N 0.69224 3.48093 0.61537 -0.2 0.3 0.3
H 0.90500 -2.62000 -0.14179 0.2 0.1 0.2
H -0.57788 -3.56370 -0.15942 0.0 -0.1 0.0
H -0.40685 -2.24344 0.99978 0.2 0.2 0.2
H -0.47571 -2.03060 -2.02535 -0.1 -0.1 -0.2
H -2.47088 -1.91328 -0.09405 0.2 0.2 -0.4
H -1.28014 0.39549 -0.73590 -0.2 0.2 0.0
H -0.07303 0.15169 -1.97316 0.0 0.3 -0.1
H 2.40019 0.90998 -0.48331 0.0 0.1 0.0
H 1.49468 -0.56259 1.49799 -0.1 -0.2 0.0
H 0.85372 2.27082 2.31112 0.0 0.0 0.2
H -0.67676 2.14598 1.49363 -0.2 0.1 0.0
H 1.62344 3.41943 0.22474 0.0 -0.1 -0.2
H 0.05283 3.59937 -0.16012 0.1 -0.1 -0.1



(3)
60
Properties=species:S:1:pos:R:3:forces:R:3 method="wB97M-V/def2-TZVPD" molar_mass_g_mol=497.6 e_tot_ev=-52743.7620 gap_ev=7.3 homo_ev=-8.0 multiplicity=1 de_lowest_ev=0.358
Be -0.99803 0.06118 0.18647 0.0 0.0 0.1
C -1.56154 -1.01713 -2.75751 0.0 0.0 0.0
C -2.73364 -0.94364 -1.83556 0.0 0.0 0.0
C -4.00468 -1.32545 -2.25436 -0.1 0.0 0.0
C -5.07904 -1.21092 -1.39276 0.1 0.0 0.0
C -4.87146 -0.71254 -0.11695 0.0 0.0 0.0
C -3.58422 -0.35913 0.23938 -0.1 0.0 0.1
N -2.54588 -0.47959 -0.59392 0.2 0.0 -0.1
C -3.21395 0.16080 1.57686 0.0 0.0 0.0
C -4.12545 0.67444 2.48011 0.0 0.0 0.0
C -3.64632 1.17678 3.67857 0.0 0.0 0.0
C -2.29094 1.11856 3.93855 0.0 0.0 0.0
C -1.43543 0.56801 2.99061 0.0 0.0 0.0
N -1.89733 0.12117 1.81991 0.0 0.0 -0.1
C 0.01312 0.42003 3.28849 0.0 0.0 0.1
C 0.77985 1.52232 3.62900 0.0 0.0 0.0
C 2.11155 1.29971 3.94013 0.0 0.0 0.0
C 2.59513 0.00676 3.91961 0.0 0.0 0.0
C 1.74132 -1.04334 3.58539 0.0 0.0 0.0
C 2.21536 -2.46334 3.54668 0.0 0.0 0.0
N 0.46418 -0.83027 3.26987 0.0 0.0 0.0
H -1.83621 -1.51151 -3.68653 0.0 0.0 0.0
H -1.21973 -0.00855 -2.99147 0.0 0.0 0.0
H -0.72751 -1.53435 -2.28697 0.0 0.0 0.0
H -4.13484 -1.70938 -3.25611 0.0 0.0 0.0
H -6.06949 -1.51022 -1.70905 0.0 0.0 0.0
H -5.68436 -0.62145 0.58747 0.0 0.0 0.0
H -5.17830 0.70974 2.24322 0.0 0.0 0.0
H -4.32594 1.60419 4.40371 0.0 0.0 0.0
H -1.88094 1.47585 4.87241 0.0 0.0 0.0
H 0.35460 2.51775 3.61756 0.0 0.0 0.0
H 2.76273 2.12802 4.18824 0.0 0.0 0.0
H 3.63096 -0.20140 4.15142 0.0 0.0 0.0
H 3.19026 -2.57131 4.02020 0.0 0.0 0.0
H 1.49624 -3.11165 4.04624 0.0 0.0 0.0
H 2.29317 -2.77458 2.50464 0.0 0.0 0.0
C 3.34109 0.16498 -5.84433 0.0 0.0 0.0
C 2.89445 -0.04517 -4.42320 0.0 0.0 0.0
C 3.51558 -0.97941 -3.60313 0.0 0.0 0.0
C 3.10638 -1.16603 -2.28933 0.0 0.0 0.0
C 2.05576 -0.41627 -1.78505 0.0 0.0 0.0
C 1.42255 0.52503 -2.59061 0.0 0.0 0.0
C 1.84348 0.70404 -3.89697 0.0 0.0 0.0
S 1.60158 -0.62118 -0.07782 0.0 -0.1 0.0
O 2.32825 -1.76418 0.41066 0.0 0.0 0.0
O 0.11563 -0.98989 -0.17082 0.0 0.0 0.0
N 1.84621 0.63749 0.70961 0.0 0.0 0.0
C 1.60647 1.98969 0.27788 0.0 0.1 0.0
C 0.15831 2.46795 0.10287 0.0 0.0 0.0
O -0.07285 3.65900 0.10731 0.0 0.0 0.0
O -0.76208 1.56232 -0.10476 -0.1 0.0 -0.1
H 4.14869 -0.51632 -6.10839 0.0 0.0 0.0
H 3.69777 1.18561 -5.99292 0.0 0.0 0.0
H 2.51811 0.00278 -6.54231 0.0 0.0 0.0
H 4.33392 -1.57165 -3.99525 0.0 0.0 0.0
H 3.58914 -1.89083 -1.64863 0.0 0.0 0.0
H 0.59819 1.10931 -2.20286 0.0 0.0 0.0
H 1.34858 1.44122 -4.51942 0.0 0.0 0.0
H 2.10956 2.22659 -0.67041 0.0 0.0 0.0
H 2.05198 2.65934 1.01430 0.0 0.0 0.0



(4)
54
Properties=species:S:1:pos:R:3:forces:R:3 method="wB97M-V/def2-TZVPD" molar_mass_g_mol=452.3 e_tot_ev=-39517.1932 gap_ev=7.3 homo_ev=-6.9 multiplicity=1 de_lowest_ev=2.270
Y 0.32289 -1.14256 -0.21626 0.8 -1.5 0.5
O 2.52158 -1.91164 0.38532 -2.4 0.1 -0.1
C 2.68195 -3.32199 0.26288 0.5 1.6 0.4
C 1.38636 -4.15083 0.06620 -0.6 -1.3 -1.7
O 0.20500 -3.50197 -0.39988 1.1 2.1 0.7
H 3.27095 -3.64179 1.13451 -0.3 -0.5 0.2
H 3.39985 -3.44340 -0.56117 -0.3 -0.5 -0.4
H 1.11265 -4.90208 0.82210 0.2 0.8 1.0
H 1.65135 -4.89504 -0.70714 0.2 0.1 -0.3
C -1.59750 1.99114 -0.15255 2.3 -0.8 -2.3
O -0.51330 2.65901 0.54713 -0.9 0.8 0.8
O -1.14915 0.73163 -0.36795 -0.9 -0.3 1.1
C -2.99474 2.29805 0.42394 0.3 -0.7 0.5
F -3.08712 2.01700 1.74595 0.0 0.3 -0.2
F -3.29845 3.58673 0.22740 0.0 0.4 0.3
F -3.96962 1.62171 -0.18955 0.1 -0.5 -0.1
C -0.67488 4.01207 0.98264 -0.3 0.5 0.5
C 0.65288 4.47843 1.52530 0.2 -0.4 -1.3
H 1.29111 4.76156 0.68415 0.1 0.4 0.2
H 0.47978 5.30525 2.20787 0.5 -0.1 0.2
H 1.13062 3.58844 1.93438 0.1 0.3 0.7
H -1.36540 4.17027 1.82050 -0.4 -0.9 -0.1
H -1.07954 4.68185 0.21853 0.3 -0.2 -0.4
H -1.60307 2.46024 -1.14922 -0.6 0.6 0.0
C 1.70320 -1.83417 -3.33386 1.6 -1.0 -1.1
O 1.49448 -0.88450 -2.31183 -1.2 0.1 -0.2
H 2.63601 -2.36586 -3.12503 -0.1 -0.1 0.1
H 0.94977 -2.60495 -3.47948 -0.5 0.4 0.9
H 1.83423 -1.41590 -4.33706 -0.1 0.6 0.2
H 2.11280 -0.15462 -2.39310 0.1 0.0 0.1
C 0.19570 0.56768 3.02737 -0.7 -0.1 1.2
O 0.62666 -0.44146 2.13853 0.4 0.1 -0.4
H 0.60008 0.36155 4.02253 -0.2 -0.1 0.0
H 0.49443 1.59765 2.83756 0.2 -0.2 -0.9
H -0.89625 0.51973 3.05212 0.1 0.3 0.2
H 1.13112 -1.09205 2.63473 0.3 -0.1 -0.4
C -2.85000 -1.36552 1.64004 -0.9 -0.5 -0.4
O -1.66515 -1.99080 1.10390 -0.8 0.6 0.5
H -3.12517 -0.43360 1.15522 0.8 0.1 0.0
H -3.68932 -2.02671 1.40040 -0.1 0.0 0.1
H -2.82728 -1.27609 2.72623 0.3 0.2 0.0
H -1.78884 -2.89922 1.39644 0.9 -0.3 -0.5
C -1.79080 -1.42087 -3.29048 0.0 0.6 -0.7
O -1.62856 -1.80891 -1.94718 0.7 -0.1 0.3
H -2.33051 -2.15221 -3.89532 -0.5 0.2 0.3
H -2.23569 -0.42271 -3.26332 -0.3 -0.2 -0.4
H -0.85981 -1.32591 -3.85802 0.3 0.0 0.6
H -2.19146 -2.55714 -1.74164 0.3 -0.2 0.1
C 2.92306 1.69039 -0.27590 -0.2 -0.3 -0.1
O 1.67275 1.00243 -0.17525 0.0 0.4 -0.2
H 3.62507 1.09749 -0.86140 -0.1 -0.1 0.0
H 2.71947 2.63930 -0.77365 0.4 0.1 0.0
H 3.37683 1.84174 0.70464 -0.1 0.1 0.0
H 1.00897 1.70316 -0.02229 -0.3 -0.4 0.1



(5)
8
Properties=species:S:1:pos:R:3:forces:R:3 method="wB97M-V/def2-TZVPD" molar_mass_g_mol=78.1 e_tot_ev=-7256.5722 gap_ev=9.2 homo_ev=-10.7 multiplicity=1 de_lowest_ev=3.936
C 0.19534 -1.14131 -1.56153 -1.3 0.0 1.9
C -0.98546 -1.01938 0.71252 1.7 -0.1 -2.0
C 1.25290 0.35089 0.40433 0.4 0.6 0.8
C -0.93544 -0.66585 -1.00552 -0.1 -0.2 -0.2
C 0.16059 -0.58052 0.14206 -0.7 -0.5 0.1
O 1.63718 1.18000 -0.36947 -0.1 -0.1 -0.1
H 1.68626 0.22468 1.41636 0.1 0.0 -0.2
H -1.76321 -0.04255 -1.28331 0.0 0.3 -0.3



(6)
11
Properties=species:S:1:pos:R:3:forces:R:3 method="wB97M-V/def2-TZVPD" molar_mass_g_mol=113.1 e_tot_ev=-11824.5233 smiles="O=COc1cnoc1" gap_ev=9.9 homo_ev=-9.6 multiplicity=1 de_lowest_ev=5.010
O -0.78191 1.14929 -1.66255 -5.3 -0.7 1.0
C -1.71069 0.83005 -0.90523 9.5 0.9 1.3
O -1.31895 0.41134 0.43975 0.4 -1.0 -2.8
C -0.03737 -0.13788 0.32663 0.2 2.2 2.2
C 0.50334 -1.07312 1.34323 2.7 1.7 -5.8
N 1.80145 -1.31584 0.90943 -3.9 1.0 2.1
O 2.00659 -0.39674 -0.01634 3.1 0.7 -2.0
C 0.99535 0.41318 -0.44808 -1.2 -6.5 6.1
H -2.67675 0.78101 -0.75087 -5.5 0.4 -1.1
H -0.07550 -1.70216 1.91752 -0.7 -1.2 1.5
H 1.29444 1.04088 -1.15349 0.8 2.5 -2.6



Copy entry 6 word for word.
11
Properties=species:S:1:pos:R:3:forces:R:3 method="wB97M-V/def2-TZVPD" molar_mass_g_mol=113.1 e_tot_ev=-11824.5233 smiles="O=COc1cnoc1" gap_ev=9.9 homo_ev=-9.6 multiplicity=1 de_lowest_ev=5.010
O -0.78191 1.14929 -1.66255 -5.3 -0.7 1.0
C -1.71069 0.83005 -0.90523 9.5 0.9 1.3
O -1.31895 0.41134 0.43975 0.4 -1.0 -2.8
C -0.03737 -0.13788 0.32663 0.2 2.2 2.2
C 0.50334 -1.07312 1.34323 2.7 1.7 -5.8
N 1.80145 -1.31584 0.90943 -3.9 1.0 2.1
O 2.00659 -0.39674 -0.01634 3.1 0.7 -2.0
C 0.99535 0.41318 -0.44808 -1.2 -6.5 6.1
H -2.67675 0.78101 -0.75087 -5.5 0.4 -1.1
H -0.07550 -1.70216 1.91752 -0.7 -1.2 1.5
H 1.29444 1.04088 -1.15349 0.8 2.5 -2.6



Which value of multiplicity does entry 3 give?
1



What did the sixth record say?
11
Properties=species:S:1:pos:R:3:forces:R:3 method="wB97M-V/def2-TZVPD" molar_mass_g_mol=113.1 e_tot_ev=-11824.5233 smiles="O=COc1cnoc1" gap_ev=9.9 homo_ev=-9.6 multiplicity=1 de_lowest_ev=5.010
O -0.78191 1.14929 -1.66255 -5.3 -0.7 1.0
C -1.71069 0.83005 -0.90523 9.5 0.9 1.3
O -1.31895 0.41134 0.43975 0.4 -1.0 -2.8
C -0.03737 -0.13788 0.32663 0.2 2.2 2.2
C 0.50334 -1.07312 1.34323 2.7 1.7 -5.8
N 1.80145 -1.31584 0.90943 -3.9 1.0 2.1
O 2.00659 -0.39674 -0.01634 3.1 0.7 -2.0
C 0.99535 0.41318 -0.44808 -1.2 -6.5 6.1
H -2.67675 0.78101 -0.75087 -5.5 0.4 -1.1
H -0.07550 -1.70216 1.91752 -0.7 -1.2 1.5
H 1.29444 1.04088 -1.15349 0.8 2.5 -2.6